Entry 1:
The following is a quantum chemistry calculation of C21H23As2FeOS4Sb as an isolated structure at a distorted geometry, from the Open Molecules 2025 dataset.

Last column: Mulliken spin population.
Cartesian coordinates (Å):
Fe  0.3388  -1.8178  1.1793  3.51
S  4.3670  -3.5908  2.9939  0.06
Sb  3.7347  -4.2833  1.1863  0.13
S  2.6977  -1.8454  1.1793  0.11
S  1.0941  -4.0528  1.1793  0.13
S  4.9483  -2.8654  -0.4056  0.96
C  2.5227  5.1447  1.5074  0.00
C  1.8267  4.5309  2.5512  0.00
C  1.4265  3.1959  2.4371  0.01
C  1.7168  2.4629  1.2770  0.11
C  2.4230  3.0880  0.2326  0.00
C  2.8212  4.4231  0.3496  0.00
As  1.1208  0.5888  1.1793  -0.11
C  -0.6231  1.0800  0.8469  0.13
C  -1.5416  1.4522  1.8314  -0.02
C  -2.8411  1.8107  1.4520  -0.01
C  -3.2112  1.7960  0.0986  0.01
C  -2.2846  1.4226  -0.8849  0.00
C  -0.9836  1.0634  -0.4978  -0.07
C  0.0538  0.6741  -1.3355  0.14
C  0.0076  0.5625  -2.7344  0.00
C  1.1564  0.1518  -3.4253  0.00
C  2.3355  -0.1471  -2.7255  0.00
C  2.3746  -0.0346  -1.3302  0.04
C  1.2282  0.3822  -0.6487  -0.12
H  2.8321  6.1783  1.5955  0.00
H  1.5971  5.0897  3.4491  0.00
H  0.8888  2.7317  3.2529  0.00
H  2.6711  2.5603  -0.6742  0.01
H  3.3620  4.8984  -0.4587  0.00
H  -1.2570  1.4632  2.8753  0.00
H  -3.5622  2.1002  2.2054  0.00
H  -4.2171  2.0750  -0.1874  0.00
H  -2.5888  1.4190  -1.9222  0.00
H  -0.8913  0.7865  -3.2916  0.00
H  1.1338  0.0638  -4.5037  0.00
H  3.2181  -0.4643  -3.2657  0.00
H  3.2840  -0.2622  -0.7892  0.00
C  -2.0331  -4.9527  -0.6619  0.00
As  -2.0919  -3.0449  -0.1879  0.00
C  -1.1912  -1.8769  -1.4888  -0.06
C  -3.8783  -2.4141  0.3400  0.02
O  -1.1853  -2.9255  1.1793  -0.03
H  -2.6268  -5.1212  -1.5836  0.00
H  -2.4594  -5.5530  0.1680  0.00
H  -0.9811  -5.2575  -0.8381  0.00
H  -1.7452  -1.9004  -2.4495  0.00
H  -0.1538  -2.2350  -1.6507  0.01
H  -1.1689  -0.8384  -1.0995  0.02
H  -4.5589  -2.4629  -0.5345  0.00
H  -3.8094  -1.3662  0.6976  -0.01
H  -4.2726  -3.0583  1.1525  0.00
H  -1.0254  -0.8263  1.1793  0.01

Calculated values
multiplicity: 6
orbital gap (alpha / beta): 5.5328 / 5.1408 eV
net charge: -1
E_LUMO (alpha / beta): 2.17 / 1.84 eV

=====

Entry 2:
The following is a quantum chemistry calculation of a 2-piece molecular cluster, C5H13NO2 overall at a distorted geometry, from the Open Molecules 2025 dataset.

Last column: Mulliken spin population.
Cartesian coordinates (Å):
O  -0.3329  -1.0848  3.0656  0.01
C  -0.4830  -0.1966  2.2845  0.00
C  -1.0606  -0.3069  0.8859  0.00
C  -0.4560  0.5216  -0.2040  0.07
C  -0.4532  -0.1500  -1.6159  0.02
C  -1.3321  1.4588  -3.3331  0.01
N  -1.6263  0.2552  -2.4751  0.78
H  -0.1179  0.8197  2.5270  0.00
H  -0.9938  -1.4216  0.6898  0.00
H  -2.1507  -0.4540  0.8591  0.00
H  0.5276  0.8951  0.1103  0.00
H  -1.0321  1.4827  -0.3392  0.00
H  0.5493  0.1542  -1.9522  0.05
H  -0.5323  -1.2255  -1.3778  -0.01
H  -0.7236  2.1460  -2.7353  0.00
H  -0.8140  1.2525  -4.2795  0.05
H  -2.3274  1.8518  -3.6235  0.02
H  -1.9552  -0.5012  -3.0852  -0.01
H  3.9520  -0.0823  2.0122  0.00
H  4.2824  -1.4036  1.6026  0.00
O  4.7535  -0.5752  1.7796  0.00

Calculated values
multiplicity: 2
orbital gap (alpha / beta): 9.8800 / 4.4594 eV
energy relative to the best compared isomer or geometry (same formula, charge and spin): 62.4 kcal/mol
net charge: +1
E_LUMO (alpha / beta): -3.47 / -8.86 eV

=====

Entry 3:
The following is a quantum chemistry calculation of C6H6Br18 as an isolated structure at a distorted geometry, from the Open Molecules 2025 dataset.

Last column: Mulliken spin population.
Cartesian coordinates (Å):
C  -1.1033  0.2683  1.3328  -0.01
Br  -2.8531  -0.1427  2.2867  0.02
Br  -0.1661  1.6709  2.2796  0.11
Br  -1.4472  0.7233  -0.5592  0.00
H  -0.4373  -0.5932  1.3815  0.00
C  -0.5058  -1.1120  -3.3178  0.00
Br  1.1418  -0.1136  -2.7659  0.00
Br  -0.9154  -2.8832  -2.5302  0.00
Br  -0.6290  -1.1983  -5.3195  0.00
H  -1.3747  -0.4824  -3.1263  0.00
C  2.1994  2.8577  0.2954  -0.04
Br  3.1928  1.6608  1.5750  0.49
Br  3.1102  3.0813  -1.5152  0.08
Br  1.8309  4.5485  1.0890  0.00
H  1.2190  2.4614  0.0310  0.00
C  2.5005  -3.5714  -0.0230  0.00
Br  1.0491  -4.5286  0.7480  0.00
Br  2.1481  -1.6369  0.3102  0.02
Br  2.5089  -3.9557  -1.9205  0.00
H  3.4431  -3.9058  0.4103  0.00
C  1.5549  -0.8177  4.0059  0.00
Br  2.3656  0.8508  4.7133  0.29
Br  -0.2381  -1.1100  4.8014  0.03
Br  2.6115  -2.4574  4.2570  0.00
H  1.2825  -0.7473  2.9528  0.00
C  -4.4450  2.2848  -2.1445  0.00
Br  -5.2390  4.0439  -2.5659  0.00
Br  -3.1924  1.7303  -3.4817  0.00
Br  -5.7047  0.7974  -2.0037  0.00
H  -3.9071  2.2767  -1.1964  0.00

Calculated values
multiplicity: 2
orbital gap (alpha / beta): 7.6738 / 2.8053 eV
energy relative to the best compared isomer or geometry (same formula, charge and spin): 0.0 kcal/mol
net charge: +1
E_LUMO (alpha / beta): -4.51 / -9.38 eV

=====

Entry 4:
The following is a quantum chemistry calculation of a 2-piece molecular cluster, C2H3N3O overall at a distorted geometry, from the Open Molecules 2025 dataset.

Last column: natural (NBO) charge in e.
Cartesian coordinates (Å):
C  0.6316  -0.7385  0.3396  0.47
C  -0.3886  1.1155  0.2852  -0.17
N  -0.4683  -0.3115  -0.0703  -0.47
N  1.5157  0.1904  0.8116  -0.33
N  0.9039  1.3074  0.7867  0.32
O  1.3262  2.3832  1.2301  -0.37
H  1.6215  -3.0165  -1.0904  0.01
H  -0.6963  1.7310  -0.4983  0.26
H  -1.3290  1.3635  0.9954  0.28

Calculated values
multiplicity: 1
orbital gap (alpha / beta): 8.7350 / 9.3108 eV
energy relative to the best compared isomer or geometry (same formula, charge and spin): 203.1 kcal/mol
net charge: 0
E_LUMO (alpha / beta): -1.59 / -0.95 eV

=====

Entry 5:
The following is a quantum chemistry calculation of C25H48BrClO8P2Zr as an isolated structure at a distorted geometry, from the Open Molecules 2025 dataset.

Last column: Löwdin charge in e.
Cartesian coordinates (Å):
C  10.0874  -0.0145  -0.2771  0.01
C  9.1113  -0.8895  0.5566  -0.19
O  7.7537  -0.5663  0.3212  -0.13
P  6.9386  -1.3150  -0.8565  0.54
O  7.8346  -1.7569  -1.9376  -0.09
C  5.7938  0.0044  -1.3703  -0.12
C  5.0877  0.5703  -0.1335  -0.16
C  3.7918  1.3321  -0.5470  -0.10
C  2.5184  0.8389  0.1526  -0.39
C  2.5154  1.0083  1.6679  -0.09
C  3.4038  2.1447  2.1893  -0.29
C  3.0780  2.5351  3.6246  -0.57
Br  3.1075  4.4493  3.8695  0.79
O  2.3880  -0.5646  -0.1820  0.12
C  1.8663  -0.6563  -1.4140  -0.55
O  1.7904  -1.6245  -2.0624  0.25
O  1.3906  0.5722  -1.8069  0.06
C  1.2602  1.3370  -0.6226  -0.45
C  -0.1434  0.9545  -0.0370  -0.11
C  -1.2172  0.8218  -1.1421  -0.16
C  -2.6607  1.1835  -0.7161  -0.20
C  -3.4711  1.6052  -1.9337  -0.19
C  -4.9418  1.9776  -1.7152  -0.16
C  -5.7367  1.1685  -0.6932  -0.19
C  -6.3160  -0.1257  -1.3544  -0.31
C  -7.8389  -0.0808  -1.4432  -0.15
C  -8.4781  -0.2218  -0.0390  -0.16
C  -9.3905  -1.4589  0.1110  -0.13
C  -9.0909  -2.2964  1.3448  -0.27
O  -9.8599  -1.8216  2.4082  -0.16
C  -9.4014  -2.2218  3.6895  -0.07
P  1.4311  3.2025  -0.9522  0.82
O  0.2247  3.6422  -1.8764  -0.21
Cl  1.0123  3.9961  0.8277  0.54
O  6.0814  -2.3936  -0.1337  -0.17
C  5.9081  -3.6951  -0.8181  -0.21
C  6.8304  -4.7140  -0.2124  -0.04
H  10.6012  -0.6983  -0.9548  0.11
H  9.5125  0.7062  -0.8472  0.09
H  10.8103  0.4974  0.3437  0.09
H  9.2873  -0.6131  1.6044  0.16
H  9.3063  -1.9478  0.4270  0.13
H  5.0900  -0.4545  -2.0598  0.12
H  6.3800  0.7768  -1.8587  0.13
H  5.7655  1.2459  0.3771  0.12
H  4.8551  -0.2245  0.5776  0.13
H  3.6624  1.2307  -1.6193  0.13
H  3.9499  2.3990  -0.3644  0.12
H  2.8693  0.0711  2.0938  0.15
H  1.4969  1.1434  2.0243  0.11
H  4.4473  1.8474  2.1252  0.11
H  3.3181  3.0320  1.5703  0.03
H  3.7999  2.1516  4.3405  0.08
H  2.0998  2.2033  3.9582  0.06
H  0.0114  -0.0152  0.4352  0.14
H  -0.4462  1.6411  0.7485  0.09
H  -0.9825  1.4616  -1.9845  0.11
H  -1.2141  -0.2054  -1.4948  0.12
H  -3.1689  0.2998  -0.2332  0.02
H  -2.6490  1.9530  0.0528  0.14
H  -2.9822  2.5011  -2.3120  0.13
H  -3.3515  0.8665  -2.7283  0.13
H  -5.0473  3.0346  -1.4926  0.14
H  -5.4481  1.8378  -2.6704  0.13
H  -6.6225  1.7329  -0.4207  0.14
H  -5.2042  1.0083  0.2567  0.10
H  -5.8787  -0.3079  -2.3497  0.14
H  -6.1668  -1.0392  -0.6952  -0.07
H  -8.1990  -0.8452  -2.1254  0.13
H  -8.0722  0.8785  -1.9024  0.14
H  -7.6661  -0.2975  0.6932  0.09
H  -9.0074  0.6953  0.1961  0.13
H  -9.2652  -2.0960  -0.7623  0.11
H  -10.4156  -1.1123  0.1696  0.14
H  -9.3034  -3.3497  1.1399  0.13
H  -8.0196  -2.2249  1.6237  0.10
H  -8.4642  -1.7182  3.9368  0.08
H  -10.1620  -1.9433  4.4070  0.10
H  -9.2609  -3.3025  3.7310  0.10
H  -0.3362  4.3294  -1.4773  0.10
H  4.8712  -3.9600  -0.6352  0.13
H  6.0279  -3.5906  -1.8937  0.12
H  7.8396  -4.3317  -0.0827  0.08
H  6.4691  -4.9699  0.7826  0.09
H  6.8446  -5.6279  -0.7955  0.10
Zr  -4.6408  -1.5959  -0.3411  1.73

Calculated values
multiplicity: 1
orbital gap: 0.9258 eV
net charge: +4
E_LUMO: -16.18 eV

=====

Entry 6:
The following is a quantum chemistry calculation of CBrN4 as an isolated structure at a distorted geometry, from the Open Molecules 2025 dataset.

Last column: natural (NBO) charge in e.
Cartesian coordinates (Å):
C  0.4794  0.7560  -0.5047  0.82
N  0.1894  -0.2637  -1.2446  -0.19
N  0.2074  0.8996  0.7223  -0.23
N  -0.3174  -0.9557  -0.3031  0.11
N  -0.3574  -0.3389  0.8885  -0.05
Br  -1.3266  -1.0297  2.5025  0.53

Calculated values
multiplicity: 1
orbital gap: 6.7690 eV
energy relative to the best compared isomer or geometry (same formula, charge and spin): 11.4 kcal/mol
net charge: +1
E_LUMO: -10.17 eV